*P*
C4H5NO | wB97M-V/def2-TZVPD

Summary:
E_HOMO = -9.26 eV
HOMO-LUMO gap = 10.19 eV

Atoms and positions in Å:
O 1.237 -1.605 -0.590
N 1.492 -0.458 0.119
C 0.092 1.576 0.988
C -0.119 -1.747 -1.124
C -0.906 -0.827 -0.688
C 0.567 0.351 0.318
H 0.462 1.864 2.064
H -1.855 -0.302 -0.728
H -0.171 -2.600 -1.737
H -1.002 1.360 1.139
H 0.204 2.388 0.239

=====

*Q*
C4H5NO | wB97M-V/def2-TZVPD

Summary:
SMILES = C#CN(C)C=O
E_HOMO = -9.38 eV
HOMO-LUMO gap = 10.16 eV

Atoms and positions in Å:
O -1.052 -0.726 -2.371
N 0.052 -0.253 -0.412
C -0.015 -0.683 -1.693
C 2.371 0.303 0.515
C -1.031 -0.425 0.495
C 1.268 0.028 0.123
H 3.221 0.367 1.006
H -0.596 -0.930 1.440
H -1.856 -0.999 -0.006
H 0.862 -1.049 -2.188
H -1.314 0.636 0.866

=====

Which structure loses on stability? *P* does.

=====

*P*
C2H10N3 | wB97M-V/def2-TZVPD

Summary:
net charge = +1
E_HOMO = -14.63 eV
HOMO-LUMO gap = 11.36 eV

Atoms and positions in Å:
N -0.875 -1.071 0.813
N 1.445 0.308 -1.726
N -0.764 0.629 -1.126
C -0.053 -0.459 1.933
C 0.423 1.123 -1.465
H 2.200 0.399 -2.382
H -0.578 0.451 2.198
H -0.013 -1.080 2.798
H 1.385 -0.553 -1.203
H -0.740 -2.067 0.700
H 0.923 -0.264 1.509
H -0.626 -0.269 -0.237
H -1.851 -0.801 0.845
H 0.456 2.190 -1.641
H -1.332 1.465 -1.015

=====

*Q*
C2H10N3 | wB97M-V/def2-TZVPD

Summary:
net charge = +1
E_HOMO = -14.21 eV
HOMO-LUMO gap = 10.77 eV

Atoms and positions in Å:
N -0.538 1.013 0.793
N 1.282 0.929 -1.058
N -1.361 -1.105 0.140
C -1.565 0.143 0.371
C -0.089 -1.793 0.298
H 0.133 -2.367 -0.611
H 0.773 -1.171 0.559
H 2.030 1.619 -1.381
H -0.229 -2.521 1.117
H -2.438 0.727 0.096
H -0.107 0.706 1.649
H 1.800 0.120 -0.850
H -0.828 1.994 0.855
H 0.719 0.744 -1.897
H 0.419 0.963 -0.080

=====

*R*
C2H10N3 | wB97M-V/def2-TZVPD

Summary:
net charge = +1
E_HOMO = -14.01 eV
HOMO-LUMO gap = 9.78 eV

Atoms and positions in Å:
N -1.393 0.137 -0.507
N -0.815 1.273 1.406
N 1.129 -0.903 -0.043
C 2.114 -1.464 -1.070
C -1.451 1.275 0.201
H 0.856 -1.682 0.631
H 2.941 -1.992 -0.606
H -0.778 2.230 1.903
H 1.695 -2.232 -1.822
H 2.567 -0.610 -1.506
H -0.579 -0.551 -0.502
H 1.644 -0.133 0.406
H -2.228 1.943 0.066
H -1.976 0.190 -1.311
H -0.570 0.417 1.963

=====

*S*
C2H10N3 | wB97M-V/def2-TZVPD

Summary:
net charge = +1
E_HOMO = -13.79 eV
HOMO-LUMO gap = 9.71 eV

Atoms and positions in Å:
N 0.992 -1.418 -0.915
N 0.381 -0.584 1.221
N -1.086 1.517 0.408
C 1.207 -1.219 0.434
C -1.179 1.387 -1.077
H 1.531 -2.250 -1.181
H -1.863 1.002 0.770
H -1.114 2.371 0.870
H -2.227 1.886 -1.314
H -1.285 0.347 -1.299
H 0.952 -0.578 -1.487
H 0.506 -0.483 2.245
H -0.334 1.859 -1.608
H 1.978 -1.845 0.998
H -0.313 0.078 0.874

=====

Which structure loses on stability? *Q* does.

=====

*P*
C2H10N3 | wB97M-V/def2-TZVPD

Summary:
net charge = +1
SMILES = C[NH2+]NCN
E_HOMO = -14.48 eV
HOMO-LUMO gap = 11.37 eV

Atoms and positions in Å:
N 1.645 -0.783 -0.125
N 0.163 1.013 -0.265
N -0.794 -0.006 -0.493
C 1.353 0.453 0.487
C -1.965 -0.088 0.467
H -1.377 0.091 -1.261
H 2.060 -1.487 0.516
H 2.159 1.124 0.313
H -1.784 0.061 1.472
H -0.299 -0.919 -0.712
H -2.578 -0.963 0.309
H -0.269 1.821 0.139
H 1.171 0.477 1.576
H -2.682 0.672 0.165
H 2.134 -0.607 -0.962

=====

*Q*
C2H10N3 | wB97M-V/def2-TZVPD

Summary:
net charge = +1
SMILES = NC[NH2+]CN
E_HOMO = -13.80 eV
HOMO-LUMO gap = 10.56 eV

Atoms and positions in Å:
N -0.574 1.278 -1.558
N 0.079 -1.658 1.292
N 0.606 0.483 0.177
C -0.172 -0.166 1.384
C 0.039 0.004 -1.269
H -0.279 1.825 -2.298
H -0.424 -2.342 1.877
H 0.907 -0.104 -1.964
H 0.879 -2.036 0.993
H -1.183 0.166 1.154
H 0.134 0.202 2.287
H -0.721 -0.780 -1.182
H 0.700 1.622 0.103
H -1.642 1.432 -1.351
H 1.658 0.271 0.314

=====

*R*
C2H10N3 | wB97M-V/def2-TZVPD

Summary:
net charge = +1
E_HOMO = -12.89 eV
HOMO-LUMO gap = 8.95 eV

Atoms and positions in Å:
N 1.435 0.181 -0.561
N -0.010 0.025 -0.351
N -2.120 0.646 0.035
C 2.262 -0.151 0.609
C -2.744 -0.415 -0.294
H -3.272 -1.076 0.391
H 1.701 -0.344 -1.339
H 1.478 1.180 -0.932
H -0.183 -0.546 0.447
H 3.273 -0.135 0.255
H -1.204 0.980 -0.463
H 2.087 0.525 1.385
H 1.895 -1.106 1.004
H -2.568 -0.769 -1.197
H -2.029 1.005 1.012

=====

*S*
C2H10N3 | wB97M-V/def2-TZVPD

Summary:
net charge = +1
SMILES = NC[NH2+]CN
E_HOMO = -14.57 eV
HOMO-LUMO gap = 11.52 eV

Atoms and positions in Å:
N 2.336 0.110 -0.357
N 0.175 -0.610 0.226
N -2.023 -0.072 -0.623
C 1.067 0.572 0.117
C -1.316 -0.283 0.570
H 0.532 1.258 -0.552
H 0.147 -1.182 -0.620
H 0.556 -1.195 0.968
H -2.294 0.883 -0.797
H -1.211 0.568 1.236
H -1.640 -1.147 1.129
H -2.834 -0.664 -0.705
H 2.320 -0.139 -1.343
H 3.023 0.863 -0.338
H 1.162 1.039 1.090

=====

Which structure loses on stability? *R* does.